DFT (ωB97M-V/def2-TZVPD) results for a cluster of 2 separate species, C10H22 in total.

Geometry as XYZ:
```
32
Properties=species:S:1:pos:R:3:forces:R:3:mulliken_charge:R:1
C -3.5846 -0.1096 -0.3250 -0.034 7.443 -2.126 -1.533
C -2.1435 0.0118 0.0598 -1.211 -1.793 1.634 1.729
C -1.8137 -0.4913 1.4730 -6.335 1.149 -0.821 -2.037
C -1.6748 1.4186 -0.1245 0.998 0.745 2.767 -1.104
C -1.5233 -0.9124 -0.9238 2.390 -0.499 -1.317 -1.071
H -4.1173 -0.9520 -0.2852 -1.599 -3.535 0.427 0.465
H -4.2388 0.8073 -0.0214 0.847 -1.680 0.321 0.262
H -3.4432 0.2258 -1.4152 -1.005 -0.946 0.905 0.374
H -0.8798 -0.6446 1.6123 6.816 -0.105 0.833 0.537
H -2.2233 0.1703 2.2895 0.098 -1.078 -0.745 0.334
H -2.1164 -1.5273 1.4385 -1.127 -0.346 0.856 0.494
H -0.5848 1.4729 0.5368 -2.599 0.319 -2.844 0.025
H -2.3713 1.9842 0.6071 1.051 -0.181 -1.648 0.477
H -1.8116 1.6753 -1.2295 0.847 0.446 1.698 0.390
H -1.4602 -0.2707 -1.8547 -0.357 -1.657 0.235 0.388
H -0.5138 -0.8628 -0.5683 1.248 -0.788 -0.243 -0.034
H -1.7813 -2.0503 -1.0180 -0.136 2.453 0.090 0.326
C 2.4023 -1.0945 0.6755 0.937 -4.425 1.546 -0.503
C 2.2760 0.3877 1.1834 -1.282 0.567 1.481 0.100
C 2.6936 1.3738 0.0715 -2.585 -0.080 -3.340 -0.778
C 2.0659 0.3732 -1.1642 3.958 1.304 -1.947 -0.377
C 2.7364 -0.9923 -0.8024 1.268 3.052 1.955 -0.634
H 3.2334 -1.8481 1.0735 -1.020 2.263 0.001 0.276
H 1.5664 -2.0010 0.8162 0.876 3.301 -0.009 0.238
H 2.7018 0.7623 2.1688 -0.587 -1.323 -0.851 0.425
H 1.1122 0.5272 1.2038 2.121 -0.017 0.426 -0.369
H 3.7287 1.9855 -0.1793 -2.425 -2.386 0.999 0.260
H 1.8475 2.1266 -0.0037 1.442 -0.142 0.567 0.339
H 2.5059 0.8263 -2.1410 -0.967 -0.968 1.316 0.329
H 0.9845 0.3614 -1.2527 0.010 0.169 0.444 -0.041
H 3.8489 -0.7757 -0.7285 -1.083 -0.309 -0.924 0.317
H 2.5779 -1.9578 -1.1723 -0.554 -0.948 -1.684 0.397
```
Forces are in eV/Å.

## Properties
LUMO energy ... 0.0315 Ha
Multiplicity ... 1
Molecular weight ... 142.29 g mol⁻¹
SMILES ... CC(C)(C)C.C1CCCC1
HOMO energy ... -0.37059 hartree

=====

DFT (ωB97M-V/def2-TZVPD) results for a cluster of 2 separate species, C10H22Cl in total.

Geometry as XYZ:
```
33
Properties=species:S:1:pos:R:3:forces:R:3:mulliken_charge:R:1
Cl -0.8122 -4.9749 0.0465 -0.003 0.037 0.008 -0.007
H 2.9241 0.0463 -1.5717 -0.098 0.072 -0.025 0.347
C 2.7956 0.8818 -0.8716 -0.095 0.082 -0.048 -0.690
C 2.8209 2.2045 -1.6335 -0.170 0.062 0.106 -0.319
C 4.0841 2.3877 -2.4547 0.130 0.061 -0.116 -1.268
C 1.4974 0.7071 -0.0936 0.036 -0.062 0.017 -0.456
C 1.4136 -0.6285 0.6399 0.012 -0.051 0.025 -0.774
C 0.1123 -0.8002 1.4242 0.039 -0.012 0.036 -0.733
C -1.1306 -0.7315 0.5413 0.019 0.007 0.075 -0.442
C -2.4252 -0.9468 1.3146 -0.015 0.027 -0.112 -0.683
C -3.6459 -0.8681 0.4018 0.120 0.025 -0.160 -0.327
C -4.9550 -1.0119 1.1562 -0.176 -0.021 0.042 -1.268
H 3.6557 0.8166 -0.1945 -0.054 0.111 0.028 0.355
H 1.9345 2.2658 -2.2806 0.153 -0.094 0.023 0.313
H 2.7028 3.0336 -0.9209 0.119 -0.130 -0.064 0.309
H 4.0905 3.3419 -2.9870 0.003 -0.057 0.034 0.374
H 4.9728 2.3521 -1.8203 -0.017 0.029 0.008 0.313
H 4.1876 1.5914 -3.1963 -0.029 0.028 0.010 0.313
H 1.3806 1.5319 0.6217 0.086 -0.070 0.032 0.271
H 0.6525 0.8130 -0.7835 0.137 -0.088 -0.025 0.246
H 1.5152 -1.4465 -0.0864 -0.084 0.075 0.020 0.304
H 2.2769 -0.7304 1.3099 -0.114 0.072 -0.004 0.360
H 0.1200 -1.7547 1.9660 0.020 0.036 -0.131 0.350
H 0.0466 -0.0279 2.2025 0.011 0.005 -0.107 0.287
H -1.1793 0.2375 0.0308 -0.039 -0.042 0.152 0.235
H -1.0544 -1.4716 -0.2659 0.016 -0.067 0.105 0.281
H -2.4011 -1.9138 1.8319 -0.008 -0.032 -0.129 0.359
H -2.5084 -0.2011 2.1155 -0.005 0.055 -0.113 0.335
H -3.6258 0.0849 -0.1460 -0.021 -0.069 0.166 0.309
H -3.5648 -1.6390 -0.3778 -0.030 0.021 0.180 0.306
H -5.8190 -0.9593 0.4894 0.051 -0.008 0.042 0.374
H -4.9986 -1.9662 1.6865 -0.002 -0.004 -0.036 0.310
H -5.0634 -0.2238 1.9055 0.006 0.004 -0.037 0.315
```
Forces are in eV/Å.

## Properties
LUMO energy (alpha / beta) ... 0.0432 / -0.1515 Ha
Multiplicity ... 2
Molecular weight ... 177.74 g mol⁻¹
HOMO energy (alpha / beta) ... -0.39263 / -0.39262 hartree

=====

DFT (ωB97M-V/def2-TZVPD) results for a cluster of 2 separate species, C10H22Cl4N2PS in total.

Geometry as XYZ:
```
40
Properties=species:S:1:pos:R:3:forces:R:3:mulliken_charge:R:1
C -2.3004 0.5722 2.1396 0.069 0.019 0.021 -1.393
C -1.8779 1.0855 0.7516 -0.055 0.115 -0.017 0.363
C -0.5331 1.8378 0.7176 0.011 -0.073 -0.001 -1.169
C 0.4909 1.4254 -0.3754 -0.018 -0.034 0.040 -0.772
N 0.2683 0.1515 -1.0530 0.124 -0.044 -0.048 -0.075
C 0.8963 -1.0834 -0.6351 -0.118 0.142 0.129 1.283
P 0.1604 -2.3467 -1.7871 -0.160 0.066 -0.065 0.016
S -1.7141 -2.7139 -1.6541 0.098 -0.030 0.047 -0.262
C 0.4983 -1.5516 0.7771 -0.053 0.064 -0.001 -1.617
C 1.2559 -0.9308 1.9604 -0.018 0.019 -0.014 -0.269
C 2.7129 -0.6038 1.6480 0.050 -0.034 -0.082 -0.787
N 3.1793 -1.4269 0.4739 0.019 -0.078 0.046 -0.050
C 2.4401 -1.0898 -0.8000 0.060 0.004 -0.030 -1.622
H -1.7079 1.0203 2.9409 -0.017 0.019 -0.017 0.312
H -3.3411 0.8093 2.3538 -0.022 -0.023 -0.031 0.372
H -2.2102 -0.5127 2.2260 0.064 -0.006 0.017 0.290
H -2.6474 1.7644 0.3846 -0.015 -0.041 -0.047 0.114
H -1.8543 0.2616 0.0391 -0.017 0.007 -0.011 0.127
H -0.0609 1.7960 1.7010 0.037 -0.090 0.019 0.610
H -0.7300 2.8974 0.5516 0.026 0.036 0.085 0.467
H 0.4737 2.1816 -1.1585 -0.032 -0.021 -0.033 0.619
H 1.5061 1.4742 0.0434 0.005 0.045 0.029 -0.017
H 0.3060 0.2702 -2.0565 -0.057 -0.028 0.061 0.353
H 1.0660 -3.4076 -1.5715 0.009 -0.080 -0.010 0.090
H 0.6369 -1.8420 -3.0143 0.061 -0.026 -0.058 0.117
H -0.5696 -1.3755 0.8822 -0.024 -0.034 0.043 0.376
H 0.6139 -2.6405 0.8268 0.040 -0.011 -0.038 0.653
H 1.2174 -1.6321 2.7932 -0.028 0.008 0.022 0.531
H 0.7661 -0.0242 2.3041 -0.011 0.062 -0.029 -0.048
H 2.8687 0.4304 1.3482 -0.052 0.019 0.012 0.364
H 3.3750 -0.8249 2.4821 0.034 0.014 -0.009 0.370
H 3.0744 -2.4205 0.6920 -0.049 0.046 -0.029 0.402
H 4.1768 -1.2702 0.3232 -0.013 -0.040 0.015 0.384
H 2.7896 -0.1016 -1.0930 -0.024 0.037 0.022 0.357
H 2.7847 -1.8077 -1.5474 0.010 0.014 -0.028 0.563
C -3.6107 2.3233 -2.7284 0.024 -0.004 0.010 0.305
Cl -3.0722 0.6425 -2.6604 0.029 -0.076 -0.027 -0.061
Cl -4.1032 2.7293 -4.3667 -0.007 0.004 -0.005 -0.092
Cl -4.9586 2.5535 -1.6172 -0.005 0.008 0.007 -0.094
Cl -2.2664 3.3802 -2.2417 0.020 0.025 0.003 -0.111
```
Forces are in eV/Å.

## Properties
Charge ... +1
LUMO energy ... -0.1268 Ha
Multiplicity ... 1
Molecular weight ... 375.15 g mol⁻¹
HOMO energy ... -0.44022 hartree

=====

DFT (ωB97M-V/def2-TZVPD) results for a structure of composition C10H22N2O5ReSSi.

Geometry as XYZ:
```
42
Properties=species:S:1:pos:R:3:forces:R:3:mulliken_charge:R:1
Re 0.6272 -0.2912 0.2253 0.855 -0.849 1.350 1.496
O 4.2182 0.7033 2.3967 -0.076 -0.055 0.062 -0.412
C 3.3962 0.3196 1.4776 0.136 0.172 -0.039 0.837
O 2.1762 0.2064 1.6847 -0.937 -0.042 -0.788 -0.757
C 4.0660 0.0802 0.1461 -0.178 -0.021 0.027 -0.517
O 3.2135 -0.6167 -0.7223 0.081 -0.070 -0.271 -0.428
C 3.3653 -2.0397 -0.6942 -0.294 -0.085 0.057 -0.348
C 2.4750 -2.5908 0.4106 0.317 0.114 -0.229 0.430
O 2.8055 -3.3106 1.2866 -0.280 -0.054 0.083 -0.429
O 1.1979 -2.0760 0.2757 0.047 0.009 -0.261 -0.653
H 3.7838 0.8992 3.2463 -0.059 -0.001 0.025 0.414
H 5.0179 -0.4294 0.3022 0.031 0.034 0.050 0.390
H 4.2703 1.0608 -0.2911 0.054 0.031 0.039 0.365
H 4.3899 -2.3597 -0.5180 0.071 0.129 -0.044 0.357
H 3.0117 -2.4105 -1.6545 0.087 -0.028 -0.040 0.282
C -0.6035 0.3590 -3.1496 0.007 -0.036 0.012 -1.006
N -1.4076 1.4287 -2.5561 -0.069 -0.081 -0.023 -0.132
C -1.1905 2.0886 -1.4375 0.135 -0.079 -0.021 0.669
S 0.2421 1.8478 -0.4101 0.171 0.315 -0.170 -0.446
N -2.0011 3.0485 -1.0462 -0.101 0.043 0.004 -0.140
C -3.1963 3.4743 -1.7758 0.037 0.023 -0.093 -1.093
H -0.5865 0.4978 -4.2273 -0.007 0.016 -0.009 0.350
H -1.0400 -0.6170 -2.9337 -0.022 0.007 0.020 0.296
H 0.4171 0.3982 -2.7824 0.022 0.084 -0.009 0.413
H -2.2304 1.6914 -3.0832 -0.009 0.018 0.007 0.232
H -1.7497 3.5501 -0.2076 -0.004 -0.022 0.028 0.299
H -2.9298 3.8660 -2.7591 0.027 -0.003 0.008 0.393
H -3.6767 4.2680 -1.2139 -0.007 -0.014 0.029 0.352
H -3.8991 2.6472 -1.8833 -0.008 -0.010 0.044 0.373
C -0.8975 -2.0192 2.9686 0.095 -0.254 -0.036 -1.013
Si -1.4268 -1.0884 1.4637 0.078 0.854 0.277 0.280
C -2.3221 0.4834 1.9253 -0.311 -0.159 0.088 -0.935
C -2.2446 -2.0465 0.0872 0.235 -0.068 -0.142 -1.011
H -1.7606 -2.5373 3.3979 -0.003 0.037 -0.005 0.381
H -0.5082 -1.3377 3.7263 -0.017 0.025 -0.024 0.331
H -0.1354 -2.7689 2.7534 -0.028 -0.018 -0.002 0.332
H -3.2630 0.2192 2.4209 0.017 0.055 -0.009 0.413
H -2.5708 1.1147 1.0712 0.008 -0.031 -0.011 0.217
H -1.7368 1.0654 2.6391 0.021 0.002 -0.032 0.337
H -3.1640 -2.4950 0.4772 -0.005 0.048 -0.010 0.396
H -1.6119 -2.8616 -0.2705 -0.053 -0.033 0.022 0.376
H -2.5207 -1.4216 -0.7665 -0.063 0.000 0.040 0.309
```
Forces are in eV/Å.

## Properties
Charge ... +2
LUMO energy (alpha / beta) ... -0.2943 / -0.3011 Ha
Multiplicity ... 2
Molecular weight ... 496.65 g mol⁻¹
HOMO energy (alpha / beta) ... -0.58039 / -0.57173 hartree

=====

DFT (ωB97M-V/def2-TZVPD) results for a cluster of 2 separate species, C10H23BNO7P in total.

Geometry as XYZ:
```
43
Properties=species:S:1:pos:R:3:forces:R:3:mulliken_charge:R:1
C -2.3981 3.4181 -0.1677 0.006 -0.527 0.145 -1.354
C -2.3639 2.0267 -0.8273 0.285 0.275 -0.081 0.073
C -1.3445 1.9276 -1.9645 -0.418 -0.097 0.055 -0.870
C -1.2725 0.5220 -2.5700 0.424 0.164 -0.323 -0.690
C -0.0835 -0.3514 -2.1257 -0.371 -0.166 -0.178 -0.695
P 0.0810 -0.7031 -0.3716 0.463 -0.118 0.042 0.804
O 1.3435 -1.6920 -0.2704 -0.508 0.077 -0.176 -0.565
C 0.4937 0.7376 0.6423 0.337 -0.006 0.500 -0.300
C 2.0071 0.9966 0.5692 -0.098 0.223 -0.073 -0.533
O 2.3460 0.9224 -0.8236 0.400 -0.157 -0.111 -0.406
C 3.4014 0.1385 -1.1909 0.202 -0.545 -2.195 0.065
O 3.5206 -0.1823 -2.3645 -0.405 0.721 1.857 -0.533
B -1.4705 -1.7223 0.3252 -0.893 -0.055 0.026 0.041
O -2.7080 -1.4808 -0.2225 0.534 -0.595 0.013 -0.429
C -1.3371 -2.7616 1.4712 0.790 0.084 0.221 -0.416
C -0.9337 -2.1446 2.8307 -0.356 0.010 -0.081 -1.001
H -1.8381 4.1508 -0.7444 -0.101 0.110 -0.082 0.302
H -3.4237 3.7511 -0.0327 -0.001 0.189 -0.029 0.372
H -1.9501 3.3621 0.8241 0.069 0.166 0.036 0.320
H -3.3369 1.7718 -1.2470 -0.082 -0.044 0.070 0.526
H -2.1481 1.2784 -0.0618 -0.143 -0.139 -0.016 -0.141
H -0.3548 2.2635 -1.6525 0.085 -0.009 0.024 0.443
H -1.6633 2.6277 -2.7379 0.045 0.040 -0.047 0.461
H -2.2108 -0.0165 -2.4373 -0.111 0.113 0.133 0.201
H -1.1551 0.6281 -3.6495 0.021 -0.114 -0.028 0.435
H -0.1973 -1.3367 -2.5878 0.107 -0.094 0.023 0.396
H 0.8632 0.0489 -2.4856 0.105 0.062 0.152 0.388
H 1.2421 -2.3596 0.4207 0.363 -0.009 0.217 0.326
H 0.2154 0.4979 1.6723 0.050 -0.018 0.051 0.550
H -0.0422 1.6390 0.3646 -0.264 -0.145 -0.248 0.049
H 2.5713 0.3080 1.1959 0.005 -0.133 -0.146 0.019
H 2.2008 2.0074 0.9235 0.007 0.091 -0.016 0.487
H 4.0975 -0.1741 -0.4048 -0.240 0.142 0.269 0.590
H -2.7804 -1.7167 -1.1528 -0.171 0.568 -0.214 0.340
H -2.2548 -3.3374 1.5597 -0.176 0.084 -0.056 0.412
H -0.5534 -3.4865 1.2052 -0.054 -0.048 -0.064 0.321
H -1.5705 -1.2853 3.0447 0.094 0.072 0.151 0.343
H 0.1092 -1.8441 2.8538 0.184 0.141 0.008 0.249
H -1.0867 -2.8659 3.6296 0.056 -0.039 0.022 0.371
N 4.0122 -1.4010 2.1512 -0.125 -0.246 -0.288 1.073
O 2.8855 -1.0200 2.5776 -0.343 -0.201 0.225 -0.655
O 4.6662 -0.6069 1.4395 0.253 0.016 0.161 -0.697
O 4.4210 -2.5350 2.3918 -0.024 0.157 0.050 -0.673
```
Forces are in eV/Å.

## Properties
LUMO energy ... -0.0451 Ha
Multiplicity ... 1
Molecular weight ... 311.08 g mol⁻¹
HOMO energy ... -0.29577 hartree